{"formula": "C54H135N9", "method": "wB97M-V/def2-TZVPD", "species": ["C", "C", "N", "C", "C", "C", "C", "H", "H", "H", "H", "H", "H", "H", "H", "H", "H", "H", "H", "H", "H", "H", "C", "C", "N", "C", "C", "C", "C", "H", "H", "H", "H", "H", "H", "H", "H", "H", "H", "H", "H", "H", "H", "H", "C", "C", "N", "C", "C", "C", "C", "H", "H", "H", "H", "H", "H", "H", "H", "H", "H", "H", "H", "H", "H", "H", "C", "C", "N", "C", "C", "C", "C", "H", "H", "H", "H", "H", "H", "H", "H", "H", "H", "H", "H", "H", "H", "H", "C", "C", "N", "C", "C", "C", "C", "H", "H", "H", "H", "H", "H", "H", "H", "H", "H", "H", "H", "H", "H", "H", "C", "C", "N", "C", "C", "C", "C", "H", "H", "H", "H", "H", "H", "H", "H", "H", "H", "H", "H", "H", "H", "H", "C", "C", "N", "C", "C", "C", "C", "H", "H", "H", "H", "H", "H", "H", "H", "H", "H", "H", "H", "H", "H", "H", "C", "C", "N", "C", "C", "C", "C", "H", "H", "H", "H", "H", "H", "H", "H", "H", "H", "H", "H", "H", "H", "H", "C", "C", "N", "C", "C", "C", "C", "H", "H", "H", "H", "H", "H", "H", "H", "H", "H", "H", "H", "H", "H", "H"], "positions_angstrom": [[-4.132816, -4.246258, -3.068104], [-3.854023, -5.764063, -3.292324], [-2.510626, -6.122560, -2.935039], [-2.234699, -7.544458, -2.673814], [-2.995846, -7.953384, -1.325474], [-1.600941, -5.591909, -3.884760], [-1.694406, -5.972766, -5.369676], [-3.523376, -3.685800, -3.777024], [-4.015686, -3.964679, -2.021640], [-5.162130, -4.046195, -3.365718], [-4.566300, -6.182960, -2.581485], [-4.125711, -6.010112, -4.318842], [-2.781156, -8.117166, -3.423139], [-1.170593, -7.773628, -2.616807], [-2.697795, -7.269500, -0.530757], [-4.075790, -7.851665, -1.432648], [-2.801550, -8.923090, -0.867189], [-0.561235, -5.786951, -3.621933], [-1.560647, -4.508403, -3.773007], [-1.484416, -7.028846, -5.539094], [-0.987615, -5.293400, -5.846131], [-2.657229, -5.816695, -5.856199], [3.937823, -5.259894, -3.617567], [2.362728, -5.283208, -3.607979], [1.671850, -4.373152, -2.684928], [2.001552, -2.940656, -2.840972], [1.204708, -2.259654, -3.959468], [1.781000, -4.811655, -1.246613], [0.804493, -5.900264, -0.933627], [4.407146, -6.082032, -4.157860], [4.371033, -5.329952, -2.619813], [4.271120, -4.339723, -4.097469], [2.055716, -5.089455, -4.635745], [2.096530, -6.294500, -3.300534], [1.899289, -2.360264, -1.924021], [3.041062, -2.792497, -3.133476], [1.446443, -1.210584, -4.130067], [1.410693, -2.823906, -4.869024], [0.122858, -2.334790, -3.849616], [1.612154, -3.995492, -0.544134], [2.808951, -5.073454, -0.995885], [-0.106045, -5.911772, -1.532707], [0.431857, -5.918583, 0.090532], [1.213286, -6.890026, -1.137005], [7.066054, 2.563422, -5.508326], [5.617262, 2.554749, -4.986763], [5.518136, 2.035063, -3.610182], [6.280896, 2.929794, -2.746446], [5.748394, 4.346834, -2.476915], [4.103654, 1.732405, -3.248882], [4.015949, 0.762371, -2.021179], [7.619713, 1.681988, -5.184868], [7.611495, 3.369258, -5.017185], [7.118835, 2.791648, -6.572858], [5.079380, 3.499537, -5.065123], [5.196211, 1.802834, -5.654180], [6.312723, 2.371562, -1.810786], [7.352639, 2.966166, -2.941750], [6.375478, 4.875737, -1.759197], [5.874925, 4.952512, -3.374281], [4.729420, 4.470032, -2.110028], [3.665891, 1.192411, -4.088445], [3.628703, 2.697884, -3.074625], [4.677722, 1.022657, -1.195095], [4.351226, -0.236966, -2.298685], [3.052010, 0.671127, -1.520584], [4.119436, 6.688932, 1.027015], [3.254377, 5.512935, 1.593760], [3.864368, 4.199287, 1.177046], [5.089818, 3.929676, 2.050922], [6.201023, 3.057320, 1.343762], [2.973368, 3.045409, 1.164218], [2.041005, 3.183894, -0.099693], [4.160827, 6.746199, -0.060699], [5.174233, 6.668890, 1.301073], [3.713422, 7.672872, 1.261762], [3.184479, 5.464751, 2.680447], [2.248183, 5.615436, 1.187338], [4.750617, 3.382212, 2.930314], [5.436638, 4.884678, 2.445636], [6.902770, 3.551478, 0.671853], [5.872149, 2.149689, 0.837650], [6.822943, 2.691547, 2.160790], [3.492150, 2.086895, 1.150187], [2.285541, 3.020369, 2.009420], [1.734424, 2.176373, -0.380777], [1.175989, 3.808056, 0.124514], [2.632624, 3.594338, -0.918004], [-1.051782, 1.300244, 5.861067], [-0.555604, 2.055957, 7.072175], [-0.126951, 3.365709, 6.651358], [1.046716, 3.330366, 5.804958], [2.323323, 2.756185, 6.449737], [-0.084220, 4.437717, 7.686916], [-1.460059, 4.774736, 8.294050], [-1.758870, 0.508789, 6.109524], [-0.254688, 0.774763, 5.335132], [-1.659082, 1.862336, 5.151604], [-1.513064, 2.256563, 7.552926], [-0.117483, 1.521966, 7.915385], [0.769424, 2.764295, 4.915699], [1.297629, 4.274776, 5.321994], [2.656397, 3.271315, 7.350742], [2.254103, 1.692096, 6.675573], [3.118300, 2.957247, 5.731624], [0.278347, 5.376166, 7.267443], [0.624172, 4.247870, 8.493285], [-2.110859, 5.117171, 7.489495], [-1.277237, 5.582402, 9.002811], [-1.905018, 4.003274, 8.922499], [-0.050296, -5.246922, 3.433314], [-0.043139, -4.901099, 4.910346], [-1.397535, -4.654551, 5.494020], [-2.264188, -3.634261, 4.894391], [-1.584944, -2.227378, 4.915338], [-2.162747, -5.923363, 5.776694], [-1.588737, -6.969702, 6.659324], [0.162567, -4.406024, 2.773251], [-0.923817, -5.846314, 3.176829], [0.881881, -5.811568, 3.415156], [0.448359, -5.666469, 5.510949], [0.630125, -4.051443, 5.023934], [-2.513840, -3.932341, 3.876093], [-3.198628, -3.509439, 5.441521], [-1.261709, -1.994611, 5.929964], [-0.730833, -2.181082, 4.239735], [-2.258874, -1.517353, 4.435989], [-2.405473, -6.511494, 4.891671], [-3.078011, -5.567515, 6.249732], [-2.318443, -7.719151, 6.965832], [-1.296342, -6.509790, 7.603301], [-0.724009, -7.512602, 6.277731], [-2.441894, -2.087111, -0.188029], [-0.979451, -1.642121, -0.292181], [-0.714396, -0.281125, 0.269471], [-1.387374, 0.768756, -0.458964], [-0.961753, 0.742830, -1.920824], [-0.802228, -0.260462, 1.757113], [0.069443, 0.868965, 2.305447], [-3.083139, -1.946506, 0.682118], [-2.617160, -3.109938, -0.521507], [-2.965463, -1.512679, -0.952232], [-0.368664, -2.335646, 0.285802], [-0.512576, -1.787612, -1.266330], [-2.474939, 0.731428, -0.396509], [-1.237362, 1.756753, -0.023670], [-1.235181, -0.164562, -2.459319], [-1.346003, 1.637941, -2.409932], [0.103280, 0.974562, -1.911169], [-0.437721, -1.177095, 2.220821], [-1.862969, -0.196583, 1.999682], [-0.333194, 1.772695, 1.847989], [1.106014, 0.807091, 1.974100], [-0.044601, 0.899759, 3.389025], [-3.715049, -1.371790, -6.533039], [-4.130438, 0.092693, -6.573851], [-2.958324, 0.983165, -6.889542], [-2.533385, 1.063625, -8.339321], [-3.620877, 1.655349, -9.196553], [-3.075311, 2.241842, -6.230483], [-2.942060, 2.187576, -4.735752], [-2.747005, -1.353778, -6.032385], [-3.428907, -1.763040, -7.509335], [-4.341677, -1.985503, -5.885905], [-4.992756, 0.250679, -7.221575], [-4.636507, 0.283136, -5.627422], [-2.172327, 0.067215, -8.594127], [-1.644652, 1.677611, -8.485140], [-3.908118, 2.632193, -8.807482], [-4.512439, 1.028525, -9.214165], [-3.291301, 1.986850, -10.181230], [-2.199548, 2.826298, -6.512528], [-3.962629, 2.789275, -6.548415], [-1.872888, 2.051437, -4.573177], [-3.257725, 3.112497, -4.253065], [-3.467748, 1.327207, -4.321610], [-3.812620, 3.170852, 1.491706], [-3.126115, 4.505167, 1.987550], [-2.813497, 4.498980, 3.382884], [-4.059305, 4.575093, 4.191171], [-4.855204, 5.939832, 4.096830], [-1.811468, 5.530176, 3.683020], [-0.398028, 5.200312, 3.157840], [-3.186988, 2.292084, 1.648100], [-4.171911, 3.238412, 0.464844], [-4.738956, 3.013400, 2.044169], [-2.218103, 4.594058, 1.391149], [-3.822498, 5.299278, 1.718212], [-4.834611, 3.825746, 4.031525], [-3.849974, 4.461231, 5.254800], [-5.701178, 5.947617, 4.784124], [-4.206319, 6.744766, 4.441974], [-5.029179, 6.081834, 3.030217], [-1.788368, 5.602183, 4.770391], [-2.090023, 6.506886, 3.287351], [0.400589, 5.567541, 3.802394], [-0.326426, 5.635576, 2.161089], [-0.214434, 4.134845, 3.019380]], "forces_ev_per_a": [[0.1, -0.8, -1.0], [-1.1, 1.2, 1.4], [0.9, -0.6, 0.5], [-2.9, -0.3, 1.6], [0.9, 0.8, -0.1], [1.5, 1.0, -0.7], [-0.4, 0.2, 0.1], [0.2, 0.4, 0.5], [0.3, 0.1, -0.2], [-0.2, 0.0, 0.1], [0.1, -0.8, -0.3], [-0.1, -0.3, -0.1], [0.6, -0.6, -0.5], [-0.2, 0.2, -0.2], [0.0, 0.4, -0.1], [0.1, -0.1, -0.2], [0.2, -0.3, -0.7], [0.0, -0.5, 0.4], [-0.5, 0.3, -0.3], [0.5, 0.1, 0.0], [0.2, -0.4, -0.4], [-0.2, 0.3, 0.2], [-0.5, 0.5, 0.2], [1.3, -0.2, 0.5], [0.3, 0.8, 1.4], [0.1, 0.3, -0.8], [-0.3, -0.8, -0.3], [0.1, 0.8, -0.9], [-0.7, -1.6, 0.0], [-0.5, -0.1, -0.3], [-0.1, 0.3, 0.1], [0.2, 0.0, 0.1], [-0.4, -0.1, 0.1], [-0.4, 0.0, -0.3], [-0.3, -0.4, 0.3], [0.4, -0.1, 0.2], [0.3, -0.1, 0.2], [0.1, 0.2, -0.3], [-0.1, 0.0, 0.4], [-0.4, 0.5, -0.5], [0.2, -0.5, -0.1], [0.0, 0.7, -0.2], [0.4, 0.2, 0.2], [0.2, -0.2, 0.2], [0.1, 1.5, 1.1], [0.4, -1.8, -0.3], [0.6, 0.1, -1.5], [-1.0, -0.8, 2.3], [0.6, 0.5, -0.5], [1.4, -0.3, 1.2], [0.5, 0.3, 0.0], [-0.3, -0.3, -0.5], [0.1, 0.3, -0.1], [0.0, -0.4, 0.0], [0.1, 0.3, -0.4], [-0.9, 0.1, 0.1], [-0.2, 0.3, 0.5], [-0.2, 0.0, -0.9], [0.1, -0.3, 0.3], [-0.3, 0.1, -0.2], [0.0, -0.4, -0.1], [-0.1, 0.4, -0.1], [-0.7, -0.1, 0.1], [0.2, 0.5, -0.1], [-0.1, 0.0, -0.3], [-0.3, 0.1, -0.5], [-0.3, 0.0, 0.0], [1.2, -0.8, -1.2], [1.7, 0.3, 0.9], [-1.0, -0.6, -1.7], [-0.1, 0.5, 1.1], [-1.4, 1.2, -1.4], [0.9, -0.8, 0.8], [-0.4, -0.7, -0.2], [-0.1, -0.1, 0.4], [-0.1, 0.0, 0.6], [-0.1, 0.6, 0.3], [0.0, -0.2, 0.0], [0.0, -0.3, 0.2], [0.4, -0.1, -0.4], [-0.4, 0.5, -0.1], [-0.6, 0.2, 0.0], [0.2, -0.1, 0.1], [0.4, 0.3, -0.1], [0.0, 0.0, 0.7], [-0.4, 0.1, -0.1], [0.0, 0.0, -0.2], [-0.1, 0.1, 0.0], [0.2, -1.8, -0.3], [-3.2, 1.2, 0.1], [1.0, 1.8, 0.6], [0.4, -0.5, 0.0], [0.1, 0.4, -0.5], [-0.6, -0.7, -0.1], [0.9, 0.1, 0.1], [0.2, -0.2, 0.6], [0.1, 0.1, -0.2], [0.5, 0.7, 0.1], [-0.3, 0.3, 0.3], [1.3, -0.3, -0.5], [0.2, -0.5, 0.0], [-0.3, 0.5, 0.7], [-0.4, 0.1, 0.2], [0.0, 0.0, -0.1], [0.2, -0.5, -0.1], [0.1, -0.2, -0.6], [0.2, -0.4, 0.3], [-0.3, -0.1, 0.2], [-0.2, 0.3, -0.1], [-0.1, -0.3, -0.5], [1.2, -0.5, 0.6], [-1.5, 1.1, 0.3], [0.2, -1.3, 1.3], [1.5, 0.6, -0.1], [-0.2, -1.2, -0.9], [-0.2, 1.1, -0.9], [1.1, 0.0, 1.8], [-0.7, 0.1, 0.0], [0.2, 0.0, -0.4], [-0.1, -0.6, -0.9], [-0.4, -0.2, -0.1], [-0.3, 0.4, 0.3], [-0.2, 0.2, -0.4], [0.1, -0.5, 0.2], [-0.2, 0.3, -0.1], [0.4, -0.3, 0.2], [-0.3, 0.3, 0.6], [-0.5, 0.5, -0.8], [-0.2, -0.1, -0.2], [-0.3, 0.0, -0.4], [0.3, 0.0, 0.2], [0.0, 0.1, -0.2], [-0.7, 0.2, -1.9], [0.4, 0.0, 2.1], [0.8, -1.6, 0.2], [-0.6, -0.1, -0.1], [0.3, 1.4, 0.5], [0.4, 0.3, -1.3], [-1.2, 0.2, -0.4], [0.9, 0.2, 0.6], [0.4, -0.2, 0.1], [-0.3, 0.1, -0.2], [0.1, 0.0, 0.5], [-0.7, 0.4, -0.4], [-0.6, -0.5, 0.0], [0.8, 0.0, 0.0], [0.2, 0.2, 0.0], [-0.5, -0.2, -0.2], [0.3, -0.7, -0.3], [0.0, -0.4, -0.6], [-0.2, 0.4, 0.7], [0.2, 0.4, 0.4], [0.0, -0.4, 0.2], [0.3, 0.3, -0.1], [1.3, 0.5, 0.3], [0.2, -0.2, -0.7], [-0.2, -1.2, 0.0], [-0.5, -0.3, 1.4], [-0.3, 0.6, -0.3], [0.4, 1.1, -0.5], [0.3, -0.6, 0.3], [0.1, -0.1, 0.3], [-0.7, -0.4, -0.1], [-0.3, -0.2, -0.7], [0.1, 0.0, -0.8], [0.8, 0.6, 0.4], [-0.5, -0.1, -0.4], [0.1, 0.2, 0.8], [-0.2, -0.1, 0.6], [0.1, 0.1, -0.4], [0.1, -0.8, -0.4], [-0.1, 0.3, -0.6], [-0.4, 0.3, 0.0], [-0.1, -0.1, 0.5], [-0.1, -0.1, 0.0], [0.0, 0.2, 0.3], [-0.2, 0.8, 0.8], [-0.8, -1.9, -1.5], [-0.8, -0.3, 0.4], [-0.5, 1.7, 1.1], [1.7, -0.8, -0.1], [0.1, -0.7, 0.9], [-0.5, -0.1, -0.5], [0.1, 0.1, -0.1], [0.5, 0.1, -0.2], [0.0, -0.1, 0.3], [0.1, 0.3, 0.1], [0.1, 0.5, -0.2], [0.7, -0.5, -0.7], [0.6, -0.2, 0.0], [-0.3, -0.2, -0.6], [0.1, 0.1, -0.1], [-0.9, 0.4, 0.3], [0.1, 0.1, 0.1], [-0.2, 0.3, 0.0], [-0.2, 0.3, -0.1], [0.5, 0.1, 0.0], [-0.3, -0.2, 0.2]], "gap_ev": 8.74, "energy_ha": -2630.93932, "smiles": "CCN(CC)CC.CCN(CC)CC.CCN(CC)CC.CCN(CC)CC.CCN(CC)CC.CCN(CC)CC.CCN(CC)CC.CCN(CC)CC.CCN(CC)CC", "lumo_energy_ev": 0.72, "de_lowest_kcal_mol": 115.30, "total_charge": 0}